# 1
12
Properties=species:S:1:pos:R:3:forces:R:3 method="wB97M-V/def2-TZVPD" gap_ev=10.986 e_lumo_ev=0.85 e_tot_ev=-7224.011 de_lowest_kj_mol=152.46 total_charge=0
N -1.4106 -0.6148 0.9359 2.319 -0.804 1.235
N 0.5266 0.6637 3.3722 0.120 0.335 0.571
C 0.1596 -0.6103 1.1585 -2.385 -0.215 -1.371
C -1.9329 0.1199 0.0783 -0.186 0.491 -0.603
C 0.3594 0.0798 2.4052 0.072 -0.043 0.201
C 0.9695 0.0214 0.0350 0.018 -0.101 0.062
H 0.3919 -1.6737 1.2786 0.021 0.243 0.004
H -1.4364 0.8131 -0.6037 0.236 -0.011 0.043
H 0.6787 -0.4129 -0.9213 0.021 0.001 0.008
H 2.0288 -0.1782 0.1972 -0.007 0.070 -0.017
H -3.0103 0.0613 -0.0013 -0.248 0.065 -0.102
H 0.8225 1.1008 0.0036 0.019 -0.031 -0.030

=====

# 2
12
Properties=species:S:1:pos:R:3:forces:R:3 method="wB97M-V/def2-TZVPD" gap_ev=8.681 e_lumo_ev=1.12 e_tot_ev=-7225.193 de_lowest_kj_mol=38.38 total_charge=0
N -0.1808 -1.2141 1.0291 -0.098 0.022 0.037
N 0.9942 1.6161 -0.8560 -0.072 0.111 0.076
C 0.6673 -0.1334 0.8942 0.044 0.075 -0.047
C -0.7465 -0.2064 -0.8613 0.025 0.011 -0.028
C -1.0484 -1.2501 -0.0215 0.001 -0.028 0.004
C 0.3440 0.5049 -0.2791 -0.092 -0.154 0.137
H -0.2623 -1.7753 1.8586 0.081 -0.001 -0.139
H -1.7999 -2.0237 -0.0999 0.096 0.159 0.015
H 0.3335 2.2249 -1.3235 0.105 -0.060 0.019
H -1.2372 0.0246 -1.7981 0.081 -0.056 0.138
H 1.4958 2.1598 -0.1642 -0.029 -0.063 -0.107
H 1.4402 0.0729 1.6217 -0.141 -0.016 -0.105

=====

# 3
12
Properties=species:S:1:pos:R:3:forces:R:3 method="wB97M-V/def2-TZVPD" gap_ev=9.832 e_lumo_ev=0.94 e_tot_ev=-7220.479 de_lowest_kj_mol=493.22 total_charge=0
N -1.4828 0.3046 0.4918 3.184 2.204 1.433
N -2.6976 0.0814 -0.3537 -0.700 -1.621 -0.613
C -0.2321 0.7806 -0.2826 -1.933 0.882 -1.810
C -2.0383 -0.8790 0.1221 -0.820 1.447 -1.256
C 1.9806 -0.3817 -0.0078 -2.318 2.625 2.970
C 0.9985 0.4163 0.4596 1.794 -0.681 1.968
H 1.9899 -0.7182 -0.9321 -0.317 -1.557 -4.539
H -0.4165 1.9475 -0.3988 0.606 -2.404 0.258
H -0.2240 0.3052 -1.3680 0.015 0.939 2.005
H -1.8465 -1.9037 0.1774 -0.132 -1.400 0.028
H 1.1595 0.7307 1.5605 -0.797 -0.209 -1.913
H 2.8093 -0.6837 0.5317 1.418 -0.226 1.468

=====

# 4
12
Properties=species:S:1:pos:R:3:forces:R:3 method="wB97M-V/def2-TZVPD" gap_ev=7.427 e_lumo_ev=-1.09 e_tot_ev=-7217.892 de_lowest_kj_mol=742.87 total_charge=0
N 0.1684 -0.1711 0.7682 -0.032 0.380 0.373
N -0.0399 0.5290 1.9695 3.191 -0.153 0.035
C -0.8043 -1.3074 -2.9529 0.558 -3.039 -0.441
C -1.5898 -1.1787 -1.8744 -0.357 1.029 0.433
C 1.2877 -0.0760 0.1590 -3.216 -1.863 -0.952
C -2.2100 -0.7537 -0.9004 -0.414 0.020 0.698
H 2.1569 0.4109 0.4491 1.512 1.099 0.827
H 0.9718 0.6887 2.3536 -2.652 -0.107 -0.035
H -2.7930 -0.4211 -0.0478 0.479 -0.316 -0.613
H -0.6229 -2.4962 -3.0351 -0.148 2.292 -0.108
H 1.2390 -0.6424 -0.7801 0.554 0.419 0.176
H -0.6116 -0.0399 2.6034 0.526 0.238 -0.391

=====

# 5
12
Properties=species:S:1:pos:R:3:forces:R:3 method="wB97M-V/def2-TZVPD" gap_ev="8.362 / 8.361" e_lumo_ev="0.15 / 0.15" e_tot_ev=-7220.263 de_lowest_kj_mol=514.07 total_charge=0
N 0.1335 3.1722 -1.1118 -0.039 -0.947 0.203
N -0.4885 -0.0618 0.3529 1.237 0.147 -2.038
C 0.1290 0.6703 -0.5961 -0.588 0.180 -0.330
C -0.4502 -0.5123 1.5202 -1.000 -0.544 2.349
C -0.5965 -0.5558 -1.0131 -0.058 0.043 -0.329
C 0.0964 2.0348 -0.8730 -0.018 1.171 -0.240
H 1.9066 -0.4164 -0.0623 0.197 -1.067 0.807
H -0.0017 -1.4373 -1.2669 -0.105 0.104 0.144
H -0.2228 0.1765 2.3221 0.278 -0.123 0.085
H -0.8841 -1.4829 1.7286 0.074 0.077 -0.034
H 2.0091 -1.0497 0.4137 -0.079 0.943 -0.701
H -1.6097 -0.5318 -1.4151 0.100 0.016 0.084

=====

# 6
12
Properties=species:S:1:pos:R:3:forces:R:3 method="wB97M-V/def2-TZVPD" gap_ev=9.092 e_lumo_ev=0.18 e_tot_ev=-7220.834 de_lowest_kj_mol=459.00 total_charge=0
N 2.5189 1.1426 -0.7530 -0.542 -0.863 0.258
N 0.0758 -1.3499 -0.6648 -0.024 0.003 -0.156
C 1.9074 0.2180 -0.4053 0.419 0.789 -0.132
C 1.2792 -1.0116 0.0713 0.093 0.078 -0.076
C -1.0711 0.7641 0.1790 0.006 0.046 -0.020
C -0.4598 -0.5850 0.4712 -0.343 0.107 -0.064
H -0.3917 1.3888 -0.4103 -0.084 -0.104 0.081
H -1.9977 0.6256 -0.3883 0.116 0.013 0.076
H -0.0296 -0.7603 -1.4934 0.039 -0.061 0.100
H 0.5156 -0.4839 1.1619 0.140 -0.020 0.089
H -1.3132 1.2950 1.1038 0.040 -0.085 -0.118
H -1.0339 -1.2433 1.1279 0.140 0.096 -0.039

=====

# 7
12
Properties=species:S:1:pos:R:3:forces:R:3 method="wB97M-V/def2-TZVPD" gap_ev=10.381 e_lumo_ev=1.10 e_tot_ev=-7223.976 de_lowest_kj_mol=155.85 total_charge=0
N -0.1819 -1.2202 -0.0297 -1.137 -0.455 -0.541
N -1.4980 -0.9555 0.0032 0.039 3.008 0.076
C 1.9530 -0.1607 0.0305 2.205 3.440 0.227
C -0.5178 0.9830 -0.0424 -1.476 1.774 -0.102
C -1.7981 0.4395 -0.0087 0.825 -3.235 0.583
C 0.4583 -0.0649 -0.0979 -0.945 -0.761 1.007
H 2.3598 -0.2959 1.1532 -1.074 0.096 -2.706
H -2.8931 0.7345 0.1795 2.255 -0.072 -0.618
H -2.1950 -1.6426 -0.0994 -0.300 -1.139 0.032
H 2.4827 -0.7961 -0.7150 -0.840 -0.207 0.898
H -0.5324 2.0785 -0.0289 1.138 -0.473 -0.034
H 2.3624 0.9004 -0.3444 -0.690 -1.975 1.176

=====

# 8
12
Properties=species:S:1:pos:R:3:forces:R:3 method="wB97M-V/def2-TZVPD" gap_ev=11.149 e_lumo_ev=0.91 e_tot_ev=-7223.968 de_lowest_kj_mol=156.58 total_charge=0
N -2.4426 -0.5568 -1.5258 0.497 0.746 0.629
N 1.5000 0.3277 0.5794 0.187 -0.132 0.057
C -1.8152 0.1354 -0.8441 -0.641 -0.572 -0.653
C 1.0821 -0.7423 -0.3547 0.127 -0.059 -0.040
C -0.9175 0.8871 0.0371 0.022 0.040 -0.028
C 0.1180 -0.0912 0.5574 -0.248 -0.145 0.032
H -1.4890 1.3487 0.8504 0.088 -0.095 -0.141
H 1.2914 -1.8025 -0.1984 0.189 0.385 0.292
H 1.1444 -0.4634 -1.4075 -0.161 0.119 0.305
H -0.4212 1.6903 -0.5178 -0.079 -0.173 0.001
H 1.9614 0.0120 1.4293 0.034 -0.183 -0.329
H -0.2265 -0.7090 1.3857 -0.015 0.070 -0.126

=====

# 9
12
Properties=species:S:1:pos:R:3:forces:R:3 method="wB97M-V/def2-TZVPD" gap_ev=10.175 e_lumo_ev=1.04 e_tot_ev=-7220.529 de_lowest_kj_mol=488.38 total_charge=0
N -0.9490 0.3767 -0.8381 -2.946 2.060 -0.443
N 0.3228 0.8688 -1.5602 0.107 -3.349 0.979
C -0.8992 -2.0949 -0.1598 -1.951 -1.450 -0.182
C -0.5830 -0.8778 -0.3475 4.105 3.398 -1.611
C 0.3185 0.2684 -0.1882 0.599 -0.572 -1.145
C 0.8289 1.0264 0.9122 0.133 0.784 1.259
H 0.3647 1.8620 -1.3534 -0.569 0.345 0.027
H 0.3105 0.8027 1.8112 -0.524 -0.507 0.962
H 1.8649 0.7958 1.0852 0.562 0.204 -0.017
H 0.6490 2.0859 0.7728 0.340 0.355 -0.241
H -1.8404 -2.3458 -0.6027 -0.482 -0.698 0.006
H -0.3877 -2.7681 0.4685 0.626 -0.570 0.405

=====

# 10
12
Properties=species:S:1:pos:R:3:forces:R:3 method="wB97M-V/def2-TZVPD" gap_ev=10.135 e_lumo_ev=0.95 e_tot_ev=-7220.442 de_lowest_kj_mol=496.76 total_charge=0
N -2.9618 0.0929 0.6128 0.093 -0.031 0.224
N -2.1971 0.1664 1.5921 0.217 0.112 0.434
C -1.5141 0.4293 2.5241 -0.353 -0.159 -0.570
C 1.0302 0.0016 -1.1057 -0.480 0.018 0.059
C 2.4788 -0.0660 -1.2992 0.090 -0.007 -0.018
C -0.1644 0.0621 -0.9614 0.460 0.011 -0.066
H 2.7263 -0.7008 -2.1559 -0.049 0.091 0.121
H 2.9768 -0.4804 -0.4166 -0.099 0.060 -0.121
H -1.2270 0.1267 -0.8190 0.255 -0.016 -0.066
H -0.5048 0.1854 2.8078 -0.083 0.008 -0.059
H -3.5350 -0.7477 0.7060 0.023 0.054 0.034
H 2.8921 0.9305 -1.4850 -0.074 -0.140 0.028

=====

# 11
12
Properties=species:S:1:pos:R:3:forces:R:3 method="wB97M-V/def2-TZVPD" gap_ev=10.644 e_lumo_ev=0.83 e_tot_ev=-7223.383 de_lowest_kj_mol=213.01 total_charge=0
N 3.0429 -0.4357 0.7678 -0.834 -0.082 -0.880
N -0.0937 0.4791 0.1493 0.036 0.209 0.183
C -1.2222 0.2192 1.0060 -0.151 -0.005 0.057
C 2.0771 -0.4796 0.1305 0.857 0.115 0.320
C 0.7287 -0.5477 -0.4214 0.022 -0.181 0.131
C -0.0227 0.4545 -1.2711 0.041 0.116 -0.139
H -1.8240 -0.6687 0.7555 0.125 0.114 -0.145
H -0.8830 0.0685 -1.8313 0.331 -0.162 0.119
H -1.8605 1.1065 1.0037 -0.003 -0.159 0.025
H 0.3840 -1.5764 -0.5465 -0.184 0.168 0.282
H 0.4876 1.2825 -1.7578 -0.009 -0.085 0.169
H -0.8144 0.0976 2.0153 -0.231 -0.049 -0.122

=====

# 12
12
Properties=species:S:1:pos:R:3:forces:R:3 method="wB97M-V/def2-TZVPD" gap_ev=11.040 e_lumo_ev=0.79 e_tot_ev=-7223.163 de_lowest_kj_mol=234.29 total_charge=0
N 3.4256 -0.1169 0.5313 1.107 -0.257 0.418
N 0.3466 -0.3336 -1.2048 -1.077 0.372 -2.569
C -1.6010 -0.1492 0.4695 -0.186 1.031 -0.746
C 2.3841 0.2154 0.2127 -4.076 0.992 -1.530
C -0.1583 -0.3753 0.1114 -0.238 -2.445 2.282
C 0.8775 0.6096 -0.2654 3.621 0.931 1.548
H -1.9526 0.8792 0.2561 0.196 -0.403 0.078
H -0.3986 0.0270 -1.8524 1.328 0.031 0.672
H -1.7013 -0.3311 1.5366 -0.353 -0.103 -0.060
H 0.1446 -1.3468 0.6419 0.185 1.642 -0.571
H -2.2179 -0.8320 -0.1451 0.180 0.140 0.589
H 0.8512 1.7536 -0.2917 -0.686 -1.930 -0.110

=====

# 13
12
Properties=species:S:1:pos:R:3:forces:R:3 method="wB97M-V/def2-TZVPD" gap_ev=7.571 e_lumo_ev=-0.36 e_tot_ev=-7221.034 de_lowest_kj_mol=439.64 total_charge=0
N 2.1238 -0.3318 -0.1870 -0.147 -0.200 -0.038
N 1.2796 2.0352 0.3929 -0.810 -0.195 -0.024
C 0.2854 1.3045 0.2814 0.775 -0.133 -0.077
C 0.9231 -0.7810 -0.2279 -0.006 0.061 0.021
C -0.2264 0.0722 0.0280 0.043 -0.040 -0.011
C -1.6633 -0.3627 0.0263 -0.121 -0.021 0.006
H -2.0841 -0.4749 1.0335 0.091 0.020 -0.139
H 2.8199 -1.0441 -0.3982 -0.142 0.139 0.050
H 0.6828 -1.8274 -0.4608 0.030 0.161 0.032
H -0.0752 2.4257 0.5108 0.125 0.129 0.042
H -1.7566 -1.3358 -0.4689 0.073 0.167 0.069
H -2.3040 0.3330 -0.5260 0.087 -0.089 0.069

=====

# 14
13
Properties=species:S:1:pos:R:3:forces:R:3 method="wB97M-V/def2-TZVPD" gap_ev=8.502 e_lumo_ev=0.70 e_tot_ev=-9268.615 de_lowest_kj_mol=471.51 total_charge=0
O -1.2249 -1.4550 -0.1658 4.289 -1.749 -0.214
N -2.2272 -0.6063 -0.0890 -6.385 -1.656 2.205
N 1.2105 -1.1089 0.0297 -2.970 0.936 -1.465
C 2.2209 0.0107 -0.0410 0.733 -0.641 0.816
C -1.8995 0.6781 -0.0119 5.604 -0.252 -0.329
C -0.4871 0.6042 -0.1766 -4.122 3.065 0.208
C -0.0359 -0.7009 -0.1198 2.945 -0.713 0.138
H 2.9139 0.0048 -0.9886 -1.900 0.287 1.397
H 1.9029 1.0746 0.3676 0.588 -2.144 -1.206
H -2.4561 1.5761 0.2062 -0.624 -0.545 -0.254
H 2.8692 -0.4420 0.7149 0.598 0.880 0.060
H -2.8458 -1.1108 0.6167 0.273 1.596 -1.334
H 0.0590 1.4754 -0.3424 0.973 0.935 -0.021

=====

# 15
13
Properties=species:S:1:pos:R:3:forces:R:3 method="wB97M-V/def2-TZVPD" gap_ev=7.986 e_lumo_ev=0.39 e_tot_ev=-9270.659 de_lowest_kj_mol=274.32 total_charge=0
O -1.1622 1.1450 1.5481 -0.339 -0.039 0.575
N -0.7484 -1.5660 1.0033 -0.072 0.286 -0.391
N 0.3875 -0.7037 -0.9397 0.350 -0.011 0.001
C 0.7068 0.6251 -1.3655 -0.498 0.210 -0.392
C -0.2360 -0.6306 0.2266 0.274 -0.002 0.389
C 0.1706 1.5211 -0.5427 1.012 -0.141 -0.021
C -0.2633 0.7949 0.7172 0.394 -0.315 -0.157
H 1.3334 0.7834 -2.2202 0.024 -0.188 -0.291
H 0.8175 -1.5265 -1.3326 -0.158 0.011 -0.025
H 0.3263 2.5813 -0.6244 -0.145 0.139 0.052
H -0.8878 -2.5046 0.6730 -0.081 -0.039 0.285
H -1.3197 -1.1310 1.7366 -0.007 -0.241 -0.118
H 0.8752 0.6116 1.1203 -0.756 0.332 0.091

=====

# 16
13
Properties=species:S:1:pos:R:3:forces:R:3 method="wB97M-V/def2-TZVPD" gap_ev=8.564 e_lumo_ev=0.50 e_tot_ev=-9269.165 de_lowest_kj_mol=418.48 total_charge=0
O 0.7720 1.6295 -0.2009 1.552 -0.587 -1.219
N -1.2582 0.8709 -0.8186 -0.035 0.404 0.453
N 0.8081 -1.8283 0.0652 0.191 0.463 0.256
C 0.1130 0.4427 -0.8345 0.800 0.711 0.417
C 0.0922 -0.6728 0.1823 0.079 0.396 0.244
C -1.4837 1.0083 0.5458 -1.261 -1.127 -0.201
C -0.7536 -0.1611 1.1134 -0.336 -0.094 0.106
H 0.5605 0.2584 -1.8230 -0.037 0.188 0.392
H -0.9260 -0.5318 2.1150 -0.094 -0.014 -0.105
H 0.9377 1.5398 0.7560 -0.346 -0.548 -0.770
H -1.4003 1.6815 -1.4152 -0.212 0.052 0.483
H 0.9606 -2.3732 0.9018 -0.150 0.037 -0.100
H 1.5777 -1.8638 -0.5871 -0.152 0.118 0.044

=====

# 17
13
Properties=species:S:1:pos:R:3:forces:R:3 method="wB97M-V/def2-TZVPD" gap_ev="6.964 / 7.015" e_lumo_ev="-1.32 / -1.27" e_tot_ev=-9268.794 de_lowest_kj_mol=454.28 total_charge=0
O -1.9464 1.5516 1.7542 0.028 0.006 -0.303
N -0.7150 -0.1440 2.2472 1.519 -1.454 -1.320
N 0.6537 -1.1738 0.7941 -0.491 0.657 0.136
C -0.3746 0.7307 0.0339 -0.069 0.255 -0.142
C 0.4990 -0.3458 -0.2011 -0.305 0.345 0.097
C 1.1310 -0.4771 -1.5749 0.005 -0.046 0.052
C -0.9480 0.7060 1.2898 -0.143 -0.341 0.079
H 0.3313 -0.5161 -2.3229 0.140 -0.028 0.123
H 1.7318 0.4122 -1.7968 -0.104 -0.143 0.118
H 1.2764 -1.9685 0.5773 -0.545 0.389 0.860
H 1.7666 -1.3580 -1.7053 -0.148 0.086 0.226
H -0.6195 1.4897 -0.6860 -0.083 0.079 -0.064
H -2.7865 1.0932 1.5905 0.196 0.196 0.138

=====

# 18
13
Properties=species:S:1:pos:R:3:forces:R:3 method="wB97M-V/def2-TZVPD" gap_ev=8.450 e_lumo_ev=0.87 e_tot_ev=-9272.305 de_lowest_kj_mol=115.52 total_charge=0
O -1.9345 0.9354 0.1442 -0.162 0.093 -0.246
N -0.4845 -1.4628 1.4548 -0.188 0.077 0.026
N 1.2253 -0.6588 -0.0163 -0.103 0.168 0.064
C 1.4164 0.3217 -0.9769 0.009 0.113 0.019
C -0.0623 -0.5335 0.4846 -0.081 0.152 -0.099
C 0.2693 1.0491 -1.0952 0.004 -0.014 -0.033
C -0.6621 0.5172 -0.1385 0.248 -0.136 0.059
H 0.0885 1.8413 -1.8113 -0.026 -0.121 0.096
H -1.2765 -1.1065 1.9737 0.021 0.032 0.022
H 2.3365 0.3617 -1.5452 -0.125 0.143 0.205
H -0.7752 -2.3308 1.0101 0.091 0.107 0.133
H 1.9038 -0.7586 0.7240 0.377 -0.517 -0.281
H -2.0448 1.8247 -0.2080 -0.064 -0.097 0.033

=====

# 19
13
Properties=species:S:1:pos:R:3:forces:R:3 method="wB97M-V/def2-TZVPD" gap_ev=8.505 e_lumo_ev=0.83 e_tot_ev=-9272.062 de_lowest_kj_mol=138.89 total_charge=0
O -0.8786 -2.0843 -0.0922 0.252 0.448 0.042
N -1.8590 0.9513 0.0064 0.101 -0.331 -0.055
N 1.2388 -0.9370 -0.1043 -0.375 0.022 0.025
C -0.5633 0.3925 0.0506 0.117 -0.523 0.398
C -0.1579 -0.9054 -0.0583 -0.102 0.139 -0.390
C 1.6940 0.3513 0.0780 0.030 0.061 0.222
C 0.6186 1.1722 0.2720 0.183 -0.105 0.091
H 2.7568 0.5348 0.1220 -0.124 0.121 -0.001
H -1.7126 1.8548 -0.4109 -0.386 0.470 0.037
H 1.6585 -1.5393 -0.7961 0.202 -0.253 0.298
H 0.5920 2.1448 0.7520 0.219 0.055 -0.559
H -0.9517 -2.3703 0.8323 -0.095 -0.049 -0.378
H -2.4356 0.4346 -0.6517 -0.022 -0.055 0.270

=====

no.,strongest force on any atom (eV Å⁻¹)
1,2.8
2,0.2
3,4.8
4,3.8
5,2.6
6,1.1
7,4.1
8,1.1
9,5.6
10,0.7
11,1.2
12,4.5
13,0.8
14,7.0
15,1.0
16,2.1
17,2.5
18,0.7
19,0.7